Density functional theory data (the ωB97M-V functional and the def2-TZVPD basis) for a cluster of 2 separate species, C11H16NO3 in total in a non-equilibrium geometry.

CARTESIAN COORDINATES (ANGSTROEM)
C -1.71181 -0.65075 0.97684
C 0.68551 -0.01345 -0.55509
C -1.64465 -0.95362 2.13561
C 1.42097 0.56372 0.72508
C 1.07662 -1.09389 -1.23385
C -2.26821 1.55390 -1.96305
C -1.67385 2.64582 -1.03949
C -0.46401 0.76484 -0.88236
C -1.09941 -0.81131 3.44875
C 2.80632 -0.05682 1.23155
C 2.20204 -2.15350 -0.89270
N -1.22885 0.58892 -1.97119
O 0.60552 -1.39908 -2.42458
O 0.98530 1.49597 1.41337
O -0.63244 1.90774 -0.41251
H -2.21871 -0.76947 0.04217
H -3.28107 1.08057 -1.54480
H -2.47216 1.82380 -2.95031
H -1.14214 3.45583 -1.58069
H -2.34182 3.11923 -0.38078
H -0.04900 -0.59316 3.43233
H -1.20209 -1.72492 4.09178
H -1.68712 -0.09337 3.86249
H 2.57974 -0.81506 1.92297
H 3.45841 0.68321 1.75007
H 3.26429 -0.33318 0.24314
H 1.96205 -2.95771 -1.53678
H 2.28419 -2.41748 0.15547
H 3.14648 -1.72078 -1.17125
H -1.56873 -0.44881 -2.01118
H 0.20860 -0.67719 -2.88102

Its total charge is +1. Its HOMO energy is -12.9 eV. The calculation puts the energy at -708.8153 Ha. The gap between HOMO and LUMO comes out at 8.75 eV.

***

Density functional theory data (the ωB97M-V functional and the def2-TZVPD basis) for an isolated molecule of C2H6N2OS in a non-equilibrium geometry.

CARTESIAN COORDINATES (ANGSTROEM)
C -0.96450 -0.35540 -0.00715
C -0.17030 0.88668 0.60122
H 1.00677 -0.21095 -1.07011
H 1.97765 -1.18263 0.50006
H -0.54423 -2.07719 -0.46645
H 0.62332 0.64653 1.26002
H -0.92829 1.57453 1.19744
H -0.09216 1.75905 -1.24557
N 1.20110 -1.08915 -0.21666
N -0.19166 -1.39442 0.06029
O 0.58399 1.52554 -0.44501
S -2.50167 -0.08259 -0.16809

Its total charge is 0. Its HOMO energy is -8.6 eV. The calculation puts the energy at -662.5931 Ha. The gap between HOMO and LUMO comes out at 8.73 eV.

***

Density functional theory data (the ωB97M-V functional and the def2-TZVPD basis) for a structure of composition C27H32NOSiY in a non-equilibrium geometry.

CARTESIAN COORDINATES (ANGSTROEM)
C 1.15924 -1.54425 0.86681
C -0.12590 -1.99525 0.46232
C -0.01989 -2.40232 -0.90435
H -0.98016 -2.13587 1.13576
C 1.32143 -2.11702 -1.36074
C 2.05262 -1.58218 -0.24638
H 3.11866 -1.33957 -0.23870
H 1.42231 -1.32042 1.89536
H -0.74937 -2.99609 -1.45256
H 1.72492 -2.29256 -2.36021
C -0.14786 2.50098 -0.38384
C 0.13419 1.77154 0.82156
C 1.54499 1.50813 0.79341
H -0.52694 1.56671 1.66744
C 2.06424 1.85584 -0.48290
C 1.00428 2.48561 -1.22727
H 1.09917 2.92986 -2.21695
H -1.03263 3.11066 -0.53263
H 2.13542 1.25509 1.66995
H 3.09852 1.76632 -0.79403
Y 0.39463 0.09142 -1.18106
O 0.54610 -0.09214 -3.38928
C -0.63794 -0.56449 -4.05248
C 0.48356 -0.92975 -4.98058
H -1.13791 -1.41860 -3.54730
H -1.27669 0.24994 -4.42847
H 0.94315 -1.92714 -4.85081
H 1.69249 -1.80194 -7.22615
C 1.33266 -0.77571 -7.30321
C 0.76868 -0.14554 -6.16077
C 0.32219 1.19754 -6.31189
H -0.14075 1.70171 -5.46773
C 0.41055 1.84989 -7.53664
H 0.05192 2.87604 -7.63869
C 0.93720 1.19976 -8.66453
H 0.99069 1.71588 -9.63345
C 1.37818 -0.12911 -8.53457
H 1.75417 -0.65043 -9.41889
C 2.23162 0.02565 4.10855
Si 0.57463 -0.12241 4.99586
C 0.39527 -1.75964 5.89629
C 0.26372 1.39995 6.04776
N -0.59453 -0.13718 3.69194
C -1.90793 -0.24652 3.69407
C -2.62180 -0.07707 2.43640
C -4.00027 0.02851 2.36688
C -4.74829 -0.10275 3.55435
C -4.11279 -0.32710 4.78484
C -2.73516 -0.40211 4.85890
H 3.09386 -0.14901 4.76131
H 2.35493 1.03518 3.70426
H 2.33855 -0.69005 3.29009
H 0.99078 -1.81947 6.81865
H -0.64447 -1.97746 6.17927
H 0.73965 -2.55787 5.22102
H 0.47846 2.31501 5.47489
H -0.76781 1.48071 6.42070
H 0.91245 1.40332 6.93199
H -2.04554 0.03337 1.50854
H -4.52223 0.21880 1.41684
H -5.82968 -0.00574 3.52753
H -4.69747 -0.46972 5.70371
H -2.25604 -0.56894 5.81982

Its total charge is 0. Its HOMO energy (alpha / beta) is -8.0 / -4.7 eV. The calculation puts the energy at -1505.7730 Ha. The gap between HOMO and LUMO (alpha / beta) comes out at 7.63 / 2.91 eV.

***

Density functional theory data (the ωB97M-V functional and the def2-TZVPD basis) for an isolated molecule of C21H28N2O3S in a non-equilibrium geometry.

CARTESIAN COORDINATES (ANGSTROEM)
C 3.77074 -3.03346 -0.83488
C 3.06563 -1.78159 -0.41120
C 3.48212 -0.54096 -0.87896
C 2.82201 0.61581 -0.50843
C 1.71880 0.56637 0.33443
C 1.29931 -0.67276 0.80158
C 1.96795 -1.82769 0.43758
H 1.62653 -2.78106 0.81602
H 0.42938 -0.74865 1.43835
C 0.96705 1.82041 0.68126
N 0.64259 1.89630 2.09105
C 0.24436 3.04705 2.67776
O 0.30758 4.12666 2.13077
C -0.32378 2.85007 4.07754
H 0.10673 1.96068 4.53892
H -0.08259 3.72138 4.68580
C -1.85718 2.70932 3.97085
C -2.20231 1.71907 2.89554
C -2.09648 0.35059 3.12972
C -2.26778 -0.55468 2.09603
C -2.55641 -0.08813 0.82889
C -2.70699 1.26213 0.58390
C -2.53191 2.16403 1.61881
H -2.62417 3.22349 1.43279
H -2.95975 1.58680 -0.41283
S -2.58695 -1.22938 -0.54231
O -2.79109 -2.56030 -0.04462
O -3.44399 -0.71756 -1.57150
N -0.98765 -1.11011 -1.01081
H -0.50058 -1.97993 -0.86949
C -0.65521 -0.44192 -2.24684
H 0.31410 0.05416 -2.11932
C -0.61347 -1.37146 -3.46653
C -0.49957 -0.54058 -4.74174
H -0.47075 -1.18723 -5.61529
H -1.35060 0.12849 -4.83809
H 0.41061 0.05567 -4.72401
C 0.55386 -2.35080 -3.36333
H 0.59057 -2.98744 -4.24427
H 0.45736 -2.99157 -2.48922
H 1.49366 -1.80617 -3.28789
H -1.55479 -1.93088 -3.48792
H -1.42732 0.31448 -2.39354
H -2.18336 -1.61920 2.24932
H -1.86542 -0.00443 4.12428
H -2.27983 3.68283 3.72182
H -2.25587 2.39039 4.93551
H 0.47634 1.02063 2.55992
H 0.03594 1.84704 0.09242
H 1.54729 2.71189 0.42899
H 3.16419 1.57009 -0.88203
H 4.33559 -0.48143 -1.53919
H 4.84713 -2.87889 -0.86499
H 3.44724 -3.32420 -1.83479
H 3.55112 -3.85335 -0.15582

Its total charge is 0. Its HOMO energy is -9.1 eV. The calculation puts the energy at -1550.4670 Ha. The gap between HOMO and LUMO comes out at 9.75 eV.

***

Density functional theory data (the ωB97M-V functional and the def2-TZVPD basis) for an isolated molecule of C7H9N in a non-equilibrium geometry.

CARTESIAN COORDINATES (ANGSTROEM)
C 0.08715 2.46657 0.14571
C 0.06434 0.98916 -0.11121
C 0.83318 0.16816 0.66188
C 1.02472 -1.27007 0.07184
C -0.40400 -1.83652 0.10517
C -1.18245 -1.06046 -0.99754
C -0.89575 0.28173 -1.06524
H -0.77200 2.74165 0.94505
H 1.19585 2.61109 0.54521
H -0.05092 3.14349 -0.89509
H 1.23482 0.61763 1.82258
H 1.70910 -1.15985 -0.90829
H 0.53995 -3.13779 1.36398
H -0.78697 -1.23655 1.02803
H -1.98329 -1.61033 -1.41041
H -1.42305 0.95393 -1.68311
N 0.80934 -2.66184 0.38146

Its total charge is 0. Its HOMO energy is -8.2 eV. The calculation puts the energy at -326.6338 Ha. The gap between HOMO and LUMO comes out at 9.03 eV.

***

Density functional theory data (the ωB97M-V functional and the def2-TZVPD basis) for an isolated molecule of C6H13N3 in a non-equilibrium geometry.

CARTESIAN COORDINATES (ANGSTROEM)
C 0.98383 1.06228 -0.82171
C -0.25950 -2.32052 0.70987
C 1.76706 -0.20402 1.22685
C 0.03005 -1.21910 -0.28742
C 0.88863 -0.21034 -0.00194
N -0.71017 -1.29208 -1.45702
N -2.05214 2.70717 0.17489
C -1.07930 1.97792 -0.43635
N 0.16228 2.08180 -0.14526
H -1.04298 -2.23217 -1.66089
H -0.22736 -0.89813 -2.26077
H -1.70789 3.13304 1.02916
H -2.92336 2.20832 0.31198
H 2.02295 1.41023 -0.86586
H 0.68338 0.93200 -1.86756
H -1.49238 1.27015 -1.17974
H -1.29129 -2.67525 0.59473
H -0.18376 -1.97534 1.74517
H 0.41506 -3.16706 0.56140
H 2.51881 -0.99750 1.15406
H 2.30989 0.74203 1.33153
H 1.18819 -0.33342 2.14488

Its total charge is 0. Its HOMO energy is -7.5 eV. The calculation puts the energy at -400.6599 Ha. The gap between HOMO and LUMO comes out at 8.51 eV.

***

Density functional theory data (the ωB97M-V functional and the def2-TZVPD basis) for a structure of composition C4H5NO in a non-equilibrium geometry.

CARTESIAN COORDINATES (ANGSTROEM)
C -1.07995 -0.74334 0.74798
C 0.18009 0.10848 0.46880
C 1.60318 -0.48066 -0.64953
O 1.51078 0.25857 -1.58832
C -0.10378 1.11100 -0.51380
N -0.65059 2.01244 -0.97330
H -1.90784 -0.20202 1.24712
H -1.49432 -1.13905 -0.18222
H -0.79297 -1.55639 1.41132
H 0.44190 0.66477 1.39269
H 2.47539 -1.17500 -0.83875

Its total charge is 0. Its HOMO energy is -10.2 eV. The calculation puts the energy at -285.2939 Ha. The gap between HOMO and LUMO comes out at 10.75 eV.

***

Density functional theory data (the ωB97M-V functional and the def2-TZVPD basis) for a cluster of 2 separate species, C7H8N2O3 in total in a non-equilibrium geometry.

CARTESIAN COORDINATES (ANGSTROEM)
C 2.07303 0.96693 0.83839
C 0.73656 1.06325 0.54265
C 2.75339 -0.17290 0.64773
C -0.02621 -0.01203 0.15066
C 2.03239 -1.30795 0.36033
C 0.63263 -1.23731 0.09260
C -1.08843 -2.76168 0.26289
N -2.76219 -0.28464 -1.44270
N -1.82078 -3.78274 -0.29699
O -1.25763 -4.48243 -1.11855
O -2.97792 -3.95245 0.12021
O 0.06988 -2.46857 -0.24250
H 2.72384 1.80179 1.01111
H 0.16926 2.08734 0.61103
H 3.79292 -0.31588 0.67850
H -0.93742 0.23488 -0.33887
H 2.48367 -2.30076 0.16856
H -1.52686 -2.08050 0.99428
H -2.41508 -0.98078 -2.15234
H -3.71123 -0.00536 -1.59350

Its total charge is 0. Its HOMO energy (alpha / beta) is -8.6 / -9.8 eV. The calculation puts the energy at -606.5099 Ha. The gap between HOMO and LUMO (alpha / beta) comes out at 7.22 / 8.52 eV.